{
  "formula": "C13H23F5IrNOPTe",
  "method": "wB97M-V/def2-TZVPD",
  "e_tot_ha": -1851.13396,
  "multiplicity": 6,
  "fmax_ev_per_a": 8.4,
  "charge": 2,
  "gap_ev": [5.13, 5.78],
  "e_lumo_ev": [-7.93, -11.14],
  "elements": ["Ir", "Te", "P", "F", "F", "F", "F", "F", "O", "N", "C", "C", "C", "C", "C", "C", "C", "C", "C", "C", "C", "C", "C", "H", "H", "H", "H", "H", "H", "H", "H", "H", "H", "H", "H", "H", "H", "H", "H", "H", "H", "H", "H", "H", "H", "H"],
  "coordinates": [[1.0734, -0.0942, -0.3069], [-0.1191, -0.5526, 3.1865], [0.8974, 2.1133, 0.2162], [-1.2696, -1.7698, 2.2299], [-1.2653, 0.8249, 2.4359], [0.9440, 0.7288, 4.1977], [-1.3857, -0.5592, 4.6293], [0.7671, -2.0976, 3.9249], [1.1307, -0.4866, 1.7671], [1.3196, -1.9292, -0.9991], [-1.6234, 1.0470, -0.5740], [-3.0116, -1.3151, -0.9915], [-1.6484, -1.3760, -0.6836], [2.8039, -2.0827, -0.8863], [-0.9505, -0.1825, -0.4705], [0.9292, -0.6623, -2.3308], [1.5929, 3.4935, -0.7652], [0.4469, -2.8198, -0.1759], [-0.9125, 2.3404, -0.3508], [-2.9573, 1.0724, -0.9829], [-1.0291, -2.7344, -0.6145], [0.6649, 2.8786, 1.8943], [-3.6753, -0.1084, -1.1636], [-3.5310, -2.2657, -1.1130], [0.5163, -2.5779, 0.8954], [-1.4469, 2.9339, 0.4095], [-0.3572, 2.7155, 2.2571], [1.0244, 3.6505, -1.6906], [1.1197, -2.5182, -1.8817], [-1.1818, -3.2507, -1.5731], [0.8243, -3.8407, -0.3564], [1.5742, 4.4031, -0.1439], [1.0879, 0.4505, -2.0981], [-1.5881, -3.3374, 0.1285], [-4.7314, -0.1076, -1.4441], [-0.9167, 2.9541, -1.2674], [3.2866, -1.8302, -1.8424], [2.3277, 1.7303, 0.6516], [2.6277, 3.2471, -1.0032], [3.1837, -1.3982, -0.1101], [0.8723, 3.9548, 1.8281], [2.9743, -3.1325, -0.6147], [1.3687, 2.4107, 2.5888], [1.7668, -0.9836, -2.9701], [-0.0550, -0.9625, -2.7342], [-3.4684, 2.0262, -1.1022]]
}

***

{
  "formula": "C13H23FNPPd",
  "method": "wB97M-V/def2-TZVPD",
  "e_tot_ha": -1132.85093,
  "multiplicity": 3,
  "fmax_ev_per_a": 3.5,
  "gap_ev": [7.09, 7.11],
  "e_lumo_ev": [0.65, -1.02],
  "elements": ["Pd", "P", "F", "N", "C", "C", "C", "C", "C", "C", "C", "C", "C", "C", "C", "C", "C", "H", "H", "H", "H", "H", "H", "H", "H", "H", "H", "H", "H", "H", "H", "H", "H", "H", "H", "H", "H", "H", "H", "H"],
  "coordinates": [[-1.2018, -0.4674, 1.5115], [-2.2832, -0.0165, -0.5245], [-1.6355, -2.3165, 1.3646], [2.2297, 1.7772, 1.1164], [1.5076, -1.4201, 0.3257], [-1.9760, -1.7149, -1.2180], [2.2499, -0.7068, 1.4407], [-1.5412, 1.1092, -1.7823], [0.2906, -2.5846, -1.9471], [2.0057, 3.0237, 1.8319], [0.0900, -1.3921, 0.2062], [1.8638, 1.8846, -0.2884], [-4.0982, 0.2798, -0.6736], [-0.4949, -1.9450, -0.9725], [1.6071, 0.6447, 1.7984], [1.6769, -2.6689, -1.7836], [2.2701, -2.0661, -0.6689], [-4.3349, 1.3035, -0.3371], [0.9289, 3.3246, 1.8772], [0.7701, 2.0624, -0.4461], [-0.1884, -3.0018, -2.8408], [2.1388, 0.9625, -0.8264], [1.7519, 0.8011, 2.8862], [-4.4410, 0.1536, -1.7158], [3.2990, -0.5650, 1.1278], [2.4138, 2.7229, -0.7508], [2.2950, -3.1702, -2.5361], [-1.6535, 2.1552, -1.4513], [2.2600, -1.3173, 2.3556], [2.5628, 3.8415, 1.3410], [-2.0711, 0.6698, 2.6092], [0.5022, 0.5990, 1.6224], [3.3615, -2.0822, -0.5619], [-2.6115, -2.4088, -0.6353], [2.3744, 2.9249, 2.8679], [-0.4664, 0.8731, -1.8493], [-4.6315, -0.4349, -0.0249], [-2.0126, 0.9814, -2.7728], [-2.5616, -0.0088, 2.6102], [-2.2465, -1.8068, -2.2856]]
}

***

{
  "formula": "C13H23I2OP2PbTe",
  "method": "wB97M-V/def2-TZVPD",
  "e_tot_ha": -2322.26673,
  "fmax_ev_per_a": 2.7,
  "charge": 3,
  "gap_ev": [4.27, 3.36],
  "e_lumo_ev": [-12.64, -13.55],
  "elements": ["Pb", "I", "I", "Te", "P", "P", "O", "C", "C", "C", "C", "C", "C", "C", "C", "C", "C", "C", "C", "C", "H", "H", "H", "H", "H", "H", "H", "H", "H", "H", "H", "H", "H", "H", "H", "H", "H", "H", "H", "H", "H", "H", "H"],
  "coordinates": [[0.0129, -0.5492, -0.6932], [0.3006, -0.7192, -4.9167], [-0.3354, 1.8163, -4.1758], [0.0164, -1.8010, 2.4354], [2.5760, -0.0937, -0.0300], [-2.5684, -0.1824, -0.0377], [-0.0564, 3.2020, 0.8518], [3.2065, -1.3449, 1.1152], [-0.7027, 1.6576, 5.0295], [-3.1644, -1.4571, 1.1040], [-0.8276, 0.7176, 4.0047], [1.3328, -0.2475, 4.6680], [3.3403, 1.4679, 0.3674], [3.1028, -0.6039, -1.6883], [0.4161, 1.6511, 5.8715], [-3.3904, 1.3532, 0.3503], [1.4308, 0.7038, 5.6846], [0.1827, -0.2572, 3.8342], [-3.0709, -0.7111, -1.6986], [-0.0350, 2.1085, 0.5387], [-2.9033, -1.1782, 2.1326], [2.7111, -2.3066, 0.9351], [2.3081, 0.7044, 6.3513], [3.0311, 2.2427, -0.3333], [4.2890, -1.5009, 1.0640], [4.4270, 1.4070, 0.3509], [-4.4744, 1.2527, 0.3272], [3.0346, 1.7967, 1.3605], [-4.2429, -1.6416, 1.0555], [-1.4947, 2.4091, 5.1913], [-3.1060, 1.7005, 1.3435], [4.1843, -0.7495, -1.7368], [2.6252, -1.5472, -1.9896], [-3.1048, 2.1352, -0.3526], [2.8028, 0.1229, -2.4530], [-4.1464, -0.8948, -1.7493], [2.0905, -1.0153, 4.4976], [2.9423, -1.0662, 2.1422], [-1.6925, 0.6744, 3.3320], [0.4987, 2.3879, 6.6829], [-2.7933, 0.0281, -2.4603], [-2.5619, -1.6392, -1.9945], [-2.6453, -2.4058, 0.9176]]
}

***

{
  "formula": "C13H23N2O2",
  "method": "wB97M-V/def2-TZVPD",
  "e_tot_ha": -768.84566,
  "fmax_ev_per_a": 2.0,
  "charge": 1,
  "gap_ev": 5.94,
  "e_lumo_ev": -4.71,
  "elements": ["O", "O", "N", "N", "C", "C", "C", "C", "C", "C", "C", "C", "C", "C", "C", "C", "C", "H", "H", "H", "H", "H", "H", "H", "H", "H", "H", "H", "H", "H", "H", "H", "H", "H", "H", "H", "H", "H", "H", "H"],
  "coordinates": [[0.6440, 2.4680, -3.5580], [-0.8810, -1.7808, -4.6585], [-1.2463, -0.1090, 2.3292], [-0.6130, 0.1453, -2.6267], [-1.2527, -2.0930, -3.3260], [-0.2636, 0.6160, 1.8346], [-0.8809, 1.4315, -2.0932], [0.3364, 2.3328, -2.1781], [-1.0356, -1.3201, 3.1170], [-1.6771, -0.7915, -2.6737], [3.8339, -0.3697, 2.3568], [3.3788, 0.9347, 2.6052], [-2.6337, 0.2772, 2.0769], [2.9526, -1.3440, 1.8638], [1.6172, -1.0292, 1.6343], [2.0481, 1.2609, 2.3783], [1.1342, 0.2703, 1.9351], [-0.5401, 1.6012, 1.4379], [1.3322, 3.1451, -3.6513], [-2.8509, 1.2590, 2.5177], [-2.0717, -1.0165, -1.6658], [-0.3473, -1.1570, 3.9565], [4.8804, -0.6266, 2.5368], [-0.7316, -2.6144, -5.1341], [0.9358, -1.7777, 1.2215], [1.1832, 1.8592, -1.6586], [1.6676, 2.2675, 2.5717], [-1.2187, 1.3793, -1.0397], [-2.8165, 0.3353, 0.9940], [4.0667, 1.6924, 2.9809], [0.3263, -0.2216, -2.5125], [-2.1186, -2.7709, -3.3047], [-0.3829, -2.5018, -2.7935], [-2.4926, -0.3213, -3.2491], [-3.2857, -0.4766, 2.5235], [-2.0102, -1.6161, 3.5148], [0.0680, 3.3059, -1.7385], [3.3102, -2.3546, 1.6566], [-1.7113, 1.8562, -2.6848], [-0.6534, -2.1454, 2.5035]]
}